Version P
ORCA calculation (ωB97M-V/def2-TZVPD) on a cluster of 9 separate species, BrH16O8 in total.

```
25
Properties=species:S:1:pos:R:3:lowdin_charge:R:1
Br -16.177 -6.485 -1.980 0.361
O -19.149 -5.444 -0.551 -0.073
H -18.560 -4.718 -0.744 0.019
H -18.736 -6.161 -1.020 -0.052
O -18.457 -9.080 -1.826 -0.102
H -18.751 -9.423 -2.722 0.072
H -17.625 -8.653 -1.944 -0.093
O -13.104 -5.896 -0.506 -0.066
H -12.830 -5.026 -0.739 0.017
H -13.439 -6.381 -1.253 -0.050
O -17.071 -4.106 -4.268 -0.079
H -17.028 -3.161 -4.231 0.010
H -16.834 -4.519 -3.432 -0.079
O -13.441 -7.190 -3.473 -0.111
H -14.233 -7.237 -2.911 -0.131
H -13.806 -6.560 -4.065 0.002
O -16.848 -7.372 -5.050 -0.120
H -16.169 -8.084 -5.059 0.039
H -16.747 -6.980 -4.173 -0.133
O -16.128 -5.225 1.094 -0.122
H -15.804 -5.417 0.191 -0.099
H -16.600 -6.038 1.252 0.010
O -19.113 -6.410 -3.371 -0.101
H -19.488 -5.574 -3.000 0.053
H -18.361 -6.543 -2.838 -0.172
```

Computed properties:
- lowest unoccupied orbital energy (eV) = 3.1
- net charge = -1
- gap between HOMO and LUMO (eV) = 9.7
- HOMO level (eV) = -6.60


Version Q
ORCA calculation (ωB97M-V/def2-TZVPD) on a cluster of 9 separate species, BrH16O8 in total.

```
25
Properties=species:S:1:pos:R:3:lowdin_charge:R:1
Br 0.033 0.343 0.059 0.105
O -1.091 3.630 -0.490 0.004
H -1.368 3.527 -1.283 -0.079
H -0.738 2.761 -0.371 -0.094
O -1.960 2.615 2.142 -0.045
H -1.256 2.376 2.750 0.022
H -1.779 2.101 1.404 -0.088
O 3.481 -0.609 -0.378 -0.032
H 3.970 -0.978 0.353 0.035
H 2.652 -0.382 -0.118 -0.134
O 1.552 0.620 -3.158 0.054
H 2.215 1.162 -2.833 0.012
H 1.383 0.278 -2.435 -0.186
O 0.858 -3.156 -0.598 -0.155
H 0.845 -3.737 0.155 -0.008
H 1.084 -2.144 -0.204 0.051
O -3.124 -0.928 0.758 -0.183
H -2.279 -0.481 0.524 -0.113
H -2.927 -1.983 0.845 0.110
O -1.465 -1.927 -2.567 0.039
H -1.346 -1.393 -1.772 -0.016
H -1.401 -2.725 -2.446 -0.136
O 1.108 0.090 3.508 -0.077
H 0.824 -0.024 2.597 -0.076
H 0.739 0.953 3.551 -0.007
```

Computed properties:
- lowest unoccupied orbital energy (eV) = 3.0
- net charge = -1
- gap between HOMO and LUMO (eV) = 9.5
- HOMO level (eV) = -6.52


Preferred: version P; penalty for the next structure: 2.977 eV.


Version P
ORCA calculation (ωB97M-V/def2-TZVPD) on an isolated molecule of C6H6N2.

```
14
Properties=species:S:1:pos:R:3:lowdin_charge:R:1
H 1.043 -2.740 -0.454 0.059
N 1.523 -1.862 -0.269 0.153
C 0.599 -1.026 -0.101 -0.458
N -0.617 -1.499 0.333 0.088
C -1.715 -0.913 0.112 -0.095
C -1.680 0.537 -0.304 -0.078
C -0.571 1.229 -0.229 -0.095
C 0.634 0.449 -0.162 -0.205
C 1.942 1.053 0.108 0.158
H -2.814 -1.247 0.150 0.137
H -2.631 0.997 -0.284 0.079
H -0.419 2.227 0.339 0.153
H 1.889 2.163 0.641 0.123
H 2.817 0.632 0.121 -0.019
```

Computed properties:
- lowest unoccupied orbital energy (eV) = -1.1
- gap between HOMO and LUMO (eV) = 7.5
- HOMO level (eV) = -8.63
- structure (SMILES) = [H]/N=C1\N=CC=CC1=C


Version Q
ORCA calculation (ωB97M-V/def2-TZVPD) on an isolated molecule of C6H6N2.

```
14
Properties=species:S:1:pos:R:3:lowdin_charge:R:1
C -2.078 -0.032 -0.100 -0.116
C -1.350 1.112 0.065 -0.079
C -0.028 0.735 -0.060 -0.219
C 1.359 1.165 -0.075 0.001
C 2.093 0.030 -0.066 -0.108
N 1.264 -1.096 -0.029 0.051
N -0.013 -0.640 -0.042 -0.107
C -1.209 -1.175 -0.136 -0.075
H -3.178 -0.065 0.056 0.103
H -1.752 2.101 0.146 0.095
H 1.717 2.149 -0.165 0.086
H 3.148 -0.256 -0.133 0.116
H 1.539 -1.824 0.611 0.150
H -1.512 -2.204 -0.073 0.103
```

Computed properties:
- lowest unoccupied orbital energy (eV) = 1.0
- gap between HOMO and LUMO (eV) = 8.2
- HOMO level (eV) = -7.29
- structure (SMILES) = c1cc2cc[nH]n2c1


Preferred: version Q; penalty for the next structure: 2.137 eV.